(1)
13 unconnected molecules or ions with the total composition H26O13, computed with the ωB97M-V functional and the def2-TZVPD basis.

Each line ends with the natural charge from an NBO analysis.
Atoms and positions in Å:
O  2.09240  1.99276  -0.81890  -0.94
H  1.42926  2.18737  -0.22926  0.48
H  2.90798  2.27682  -0.43226  0.49
O  -1.34154  2.87670  -2.60728  -0.96
H  -0.62864  2.28312  -2.60837  0.48
H  -1.19000  3.20156  -3.47160  0.46
O  0.23649  -2.01822  3.10989  -1.01
H  0.39658  -2.80247  3.65500  0.48
H  0.19119  -2.31171  2.22030  0.49
O  -2.18883  -2.38646  1.89412  -0.94
H  -1.80437  -3.03345  2.46715  0.47
H  -1.99696  -1.56233  2.28113  0.47
O  0.83038  1.15620  -3.04393  -1.01
H  1.49994  1.39516  -3.75528  0.49
H  1.31880  1.30713  -2.19008  0.51
O  -0.30447  -1.54793  -3.10305  -0.97
H  -0.21091  -0.65295  -2.67103  0.49
H  0.54752  -1.96217  -2.89691  0.48
O  -2.14107  0.31930  -1.12352  -0.95
H  -2.74168  0.00841  -0.49546  0.48
H  -2.47823  -0.05375  -1.93340  0.50
O  0.53253  -2.85952  0.72119  -0.96
H  0.01820  -3.54629  0.22405  0.49
H  0.11561  -2.04526  0.50217  0.50
O  -3.33756  2.81588  -0.36794  -0.98
H  -2.73654  2.22524  -0.79918  0.49
H  -3.36916  3.66056  -0.83987  0.48
O  2.81117  -0.90667  -0.83245  -0.97
H  2.07553  -0.33747  -0.59299  0.49
H  3.01028  -1.25221  0.05073  0.47
O  0.12640  -0.00621  0.06937  -1.00
H  -0.64478  0.44695  -0.32388  0.50
H  -0.07768  0.26548  0.94971  0.49
O  -0.15994  0.88887  2.79945  -0.96
H  0.00337  1.67647  3.29805  0.48
H  -0.21964  0.24885  3.50007  0.49
O  2.55181  -0.40128  2.18878  -0.96
H  3.17229  -0.93561  2.64169  0.46
H  1.70428  -0.61092  2.56376  0.49

Values from the calculation:
Total charge: 0


(2)
A single C5H7FO molecule, computed with the ωB97M-V functional and the def2-TZVPD basis.

Each line ends with the Löwdin spin population.
Atoms and positions in Å:
C  0.72475  0.49554  1.37485  0.43
C  -0.44113  1.11553  1.14079  0.33
C  1.05249  -0.90012  0.85505  0.07
C  -1.34504  -0.17677  -0.61465  0.30
C  -0.43136  0.17419  -1.54246  0.43
O  -1.55653  0.54053  0.54432  0.26
F  1.89990  -1.60019  1.72839  0.01
H  1.57685  0.89318  1.83269  0.03
H  -0.68348  2.16474  1.22128  0.02
H  0.34022  -1.62301  0.54945  0.01
H  -2.15688  -0.81043  -0.66131  0.01
H  -0.17032  -0.29674  -2.43024  0.03
H  1.72361  -0.62409  0.04619  0.03
H  0.32694  0.87665  -1.20453  0.04

Values from the calculation:
Multiplicity: 3
Total charge: 0


(3)
A molecular structure, C9H12N3O, computed with the ωB97M-V functional and the def2-TZVPD basis.

Each line ends with the natural charge from an NBO analysis.
Atoms and positions in Å:
C  -1.68622  -2.18826  -1.97999  -0.17
C  -0.52366  -2.92526  -2.03814  -0.18
C  -1.75310  -1.01992  -1.17785  0.05
C  0.49663  -2.53226  -1.09711  0.03
C  -0.88617  1.11163  0.07902  0.70
C  0.27217  1.80375  -0.62504  -0.51
C  1.55379  1.28062  0.07951  -0.43
C  1.08937  0.85290  1.45339  -0.25
C  -1.17179  0.64290  2.42614  0.09
N  -0.71761  -0.67759  -0.51002  -0.18
N  0.39286  -1.34649  -0.45211  -0.22
N  -0.31062  0.83351  1.50493  -0.31
O  -2.06796  1.34575  0.07293  -0.66
H  -2.52573  -2.29259  -2.61601  0.25
H  -0.48017  -3.92339  -2.54798  0.27
H  -2.43268  -0.21624  -1.11248  0.27
H  1.53110  -2.81273  -1.00625  0.24
H  0.29911  1.42894  -1.74679  0.25
H  -0.00381  2.86430  -0.64215  0.27
H  2.24426  0.57382  -0.40396  0.26
H  2.09438  2.14213  0.35146  0.24
H  1.44086  -0.11661  1.85567  0.25
H  1.46065  1.55196  2.27778  0.24
H  -2.26302  0.76135  2.17883  0.27
H  -0.70405  0.13013  3.33428  0.22

Values from the calculation:
Total charge: +1


(4)
A molecular structure, C16H20ClI2IrNOPS, computed with the ωB97M-V functional and the def2-TZVPD basis.

Each line ends with the Löwdin spin population.
Atoms and positions in Å:
I  -4.71327  -0.11995  -3.20176  0.91
I  -0.32968  -1.14940  -5.38138  0.95
Ir  -0.56279  -1.57657  -0.53706  1.27
P  -0.98607  -3.88332  -0.38625  0.02
C  -1.98604  -4.50995  -1.76092  0.00
C  0.55504  -4.85844  -0.41846  0.01
H  -1.33733  -4.04733  2.00456  0.00
H  -2.11188  -5.42026  1.16186  0.00
H  -2.85755  -3.78919  1.11689  0.00
C  -1.91058  -4.33616  1.12244  0.01
H  1.18834  -4.57443  0.42374  0.00
H  0.35011  -5.93876  -0.36314  0.00
H  -2.12320  -5.58924  -1.62187  0.00
H  -1.44137  -4.29147  -2.68196  0.00
H  1.08146  -4.63548  -1.35086  0.00
H  -2.94323  -3.98478  -1.72796  0.00
C  -1.61665  -1.62081  -2.04484  0.06
O  -2.27265  -1.68371  -2.99317  0.10
Cl  0.51626  -2.16875  1.50897  0.05
N  0.03941  0.22491  -0.19468  0.48
S  0.99393  0.83816  1.05357  0.03
C  2.08229  1.87944  0.04193  0.03
C  3.46174  1.68492  0.22917  0.01
C  4.38589  2.46309  -0.47797  0.00
C  3.93761  3.39390  -1.41667  0.01
C  2.56521  3.55684  -1.63484  0.00
C  1.64834  2.79949  -0.90131  0.01
C  -0.11519  2.12018  1.71015  0.02
C  -1.46565  1.84755  1.90193  0.01
C  -2.32628  2.83314  2.40322  0.00
C  -1.80824  4.08212  2.75693  0.00
C  -0.44219  4.33399  2.64836  0.00
C  0.40179  3.34310  2.14096  0.00
H  -0.25830  1.07079  -0.69643  0.01
H  3.76848  0.94391  0.97132  0.00
H  5.44292  2.32821  -0.25702  0.00
H  4.66932  3.99873  -1.96027  0.00
H  2.22887  4.28972  -2.36428  0.00
H  0.57590  2.98066  -1.06675  0.00
H  -1.86803  0.86100  1.61126  0.00
H  -3.38762  2.62414  2.50811  0.00
H  -2.47614  4.85510  3.15218  0.00
H  -0.02424  5.29069  2.94640  0.00
H  1.47125  3.53422  2.02589  0.00

Values from the calculation:
Multiplicity: 5
Total charge: +2


Calculated total energy
In order: -27039.9194; -10055.9157; -16035.7148; -72123.0757
Unit: eV
Strongest force on any atom
In order: 0.066; 0.103; 0.081; 0.085
Unit: Eh/bohr
Energy above the lowest of the compared OMol25 structures with the same formula, charge and spin
In order: 2.028; 2.496; 3.928; 0.000
Unit: eV